Entry from the OMol25 dataset: a structure of composition C6H10BrNO2 (ωB97M-V with the def2-TZVPD basis set).

Each line ends with the natural charge from an NBO analysis.
Geometry (Å):
C: -2.56 1.78 -0.52  0.892
C: -1.94 0.84 1.42  -0.129
C: -1.55 -0.16 0.31  0.118
C: 0.69 -1.35 -0.97  -0.660
C: 0.83 1.01 0.00  -0.637
C: 0.34 -0.40 0.20  -0.155
N: -2.05 0.49 -0.78  -0.709
O: -2.96 2.50 -1.37  -0.582
O: -2.44 1.99 0.78  -0.481
Br: -2.32 -1.93 0.73  -0.028
H: -2.73 0.40 2.14  0.225
H: -0.96 1.18 1.94  0.206
H: 1.78 -1.43 -1.09  0.232
H: 0.34 -0.78 -1.88  0.194
H: -0.03 -2.23 -1.01  0.242
H: 0.66 1.59 1.04  0.203
H: 0.47 1.52 -0.80  0.212
H: 1.87 0.91 -0.26  0.222
H: 0.80 -0.79 1.19  0.212
H: -2.07 0.30 -1.74  0.425

## Properties
- total charge = 0
- E_HOMO (eV) = -9.53
- ΔE to the lowest compared entry with this formula, charge and spin (eV) = 0.8986
- DFT total energy (Eh) = -3013.8338
- frontier orbital gap (eV) = 10.209


Entry from the OMol25 dataset: a structure of composition C24H60F4K3N2O24P4S4 (ωB97M-V with the def2-TZVPD basis set).

Each line ends with the Mulliken spin population.
Geometry (Å):
K: 4.21 -0.36 -0.57  -0.002
K: 1.35 -3.41 2.77  0.000
K: 3.70 -4.27 0.06  0.000
N: 1.77 -1.83 0.07  0.000
S: 0.71 -0.78 0.91  0.001
O: -0.26 -1.53 1.73  0.000
O: 0.28 0.36 0.13  0.000
F: 1.82 -0.25 2.02  0.000
S: 0.91 -1.94 -1.22  -0.001
O: 1.23 -1.17 -2.38  -0.002
O: -0.44 -2.47 -1.17  0.000
F: 1.59 -3.36 -1.59  0.000
N: 4.26 2.18 -4.56  0.659
S: 5.19 0.73 -4.73  -0.027
O: 5.15 0.11 -6.01  0.046
O: 5.42 -0.01 -3.48  0.023
F: 6.59 1.51 -4.87  0.001
S: 3.04 1.44 -4.04  -0.067
O: 3.04 1.19 -2.63  0.165
O: 2.44 0.48 -4.94  0.206
F: 2.04 2.66 -4.21  -0.001
C: 3.49 9.33 -0.51  0.000
C: 3.62 7.84 -0.20  0.000
O: 2.44 7.10 -0.59  0.000
P: 2.42 5.50 -0.38  0.000
O: 3.44 4.82 -1.20  0.000
O: 2.55 5.19 1.16  0.000
C: 1.46 5.64 2.00  0.000
C: 1.02 4.50 2.91  0.000
O: 0.88 5.06 -0.73  0.000
C: 0.50 3.71 -0.79  -0.001
C: -0.99 3.54 -0.56  0.000
H: 3.18 9.53 -1.53  0.000
H: 2.69 9.81 0.06  0.000
H: 4.41 9.86 -0.25  0.000
H: 4.51 7.42 -0.67  0.000
H: 3.74 7.60 0.86  0.000
H: 1.81 6.47 2.62  0.000
H: 0.57 6.02 1.51  0.000
H: 1.83 4.02 3.47  0.000
H: 0.22 4.80 3.58  0.000
H: 0.59 3.64 2.40  0.000
H: 0.64 3.45 -1.84  0.000
H: 1.12 3.12 -0.11  0.000
H: -1.33 3.82 0.44  0.000
H: -1.54 4.03 -1.36  0.000
H: -1.26 2.49 -0.66  0.000
C: 4.91 -4.05 6.68  0.000
C: 4.60 -2.59 6.89  0.000
O: 3.38 -2.44 7.56  0.000
P: 2.02 -2.13 6.75  0.000
O: 2.00 -2.70 5.37  0.000
O: 1.79 -0.49 6.85  0.000
C: 2.69 0.51 6.35  0.000
C: 2.56 0.88 4.90  0.000
O: 0.96 -2.66 7.87  0.000
C: 0.35 -3.89 7.69  0.000
C: 0.83 -4.88 8.72  0.000
H: 4.94 -4.73 7.53  0.000
H: 4.28 -4.39 5.86  0.000
H: 5.90 -4.23 6.27  0.000
H: 5.42 -2.18 7.48  0.000
H: 4.63 -2.11 5.91  0.000
H: 2.67 1.35 7.04  0.000
H: 3.72 0.20 6.49  0.000
H: 1.53 1.16 4.68  0.000
H: 3.16 1.74 4.60  0.000
H: 2.83 0.08 4.22  0.000
H: -0.70 -3.62 7.80  0.000
H: 0.33 -4.32 6.68  0.000
H: 0.42 -5.89 8.65  0.000
H: 1.91 -5.04 8.82  0.000
H: 0.47 -4.49 9.67  0.000
C: -2.30 -7.45 -8.32  0.000
C: -3.44 -6.44 -8.55  0.000
O: -3.22 -5.45 -7.58  0.000
P: -2.30 -4.19 -8.06  0.000
O: -1.24 -4.57 -9.03  0.000
O: -1.81 -3.66 -6.61  0.000
C: -0.83 -4.35 -5.92  0.000
C: -0.37 -3.56 -4.71  0.000
O: -3.46 -3.16 -8.57  0.000
C: -3.85 -3.17 -9.92  0.000
C: -3.78 -1.69 -10.33  0.000
H: -2.42 -7.99 -7.38  0.000
H: -2.41 -8.28 -9.02  0.000
H: -1.33 -7.09 -8.64  0.000
H: -3.58 -6.10 -9.58  0.000
H: -4.40 -6.89 -8.30  0.000
H: -1.32 -5.29 -5.70  0.000
H: -0.01 -4.53 -6.61  0.000
H: -0.23 -2.50 -4.92  0.000
H: -1.08 -3.50 -3.88  0.000
H: 0.63 -3.89 -4.45  0.000
H: -3.33 -3.82 -10.62  0.000
H: -4.88 -3.51 -9.93  0.000
H: -2.74 -1.38 -10.29  0.000
H: -4.22 -1.47 -11.31  0.000
H: -4.28 -1.03 -9.62  0.000
C: -3.92 1.12 -1.17  0.000
C: -3.27 -0.02 -0.34  0.000
O: -2.77 0.52 0.90  0.000
P: -3.77 0.57 2.15  0.000
O: -4.81 -0.50 2.23  0.000
O: -2.77 0.67 3.40  0.000
C: -1.81 1.70 3.65  0.000
C: -2.26 2.47 4.88  0.000
O: -4.43 2.06 2.15  0.000
C: -5.83 2.18 2.61  0.000
C: -6.09 2.26 4.15  0.000
H: -3.49 2.10 -1.41  0.000
H: -4.10 0.65 -2.14  0.000
H: -4.89 1.35 -0.73  0.000
H: -4.01 -0.81 -0.19  0.000
H: -2.40 -0.46 -0.83  0.000
H: -0.86 1.19 3.80  0.000
H: -1.83 2.23 2.69  0.000
H: -2.60 1.71 5.60  0.000
H: -1.46 3.01 5.39  0.000
H: -3.08 3.18 4.75  0.000
H: -6.32 3.08 2.25  0.000
H: -6.43 1.33 2.25  0.000
H: -7.10 2.60 4.38  0.000
H: -5.96 1.26 4.58  0.000
H: -5.30 2.85 4.60  0.000

## Properties
- spin multiplicity = 2
- total charge = +2
- E_HOMO (spin up / spin down) (eV) = -12.69 / -12.69
- ΔE to the lowest compared entry with this formula, charge and spin (eV) = 0.0000
- DFT total energy (Eh) = -8022.8927
- frontier orbital gap (spin up / spin down) (eV) = 5.233 / 2.740
- expectation value of S² = 0.760


Entry from the OMol25 dataset: a structure of composition C4H6KO3 (ωB97M-V with the def2-TZVPD basis set).

Each line ends with the natural charge from an NBO analysis.
Geometry (Å):
H: 1.66 -1.72 1.24  0.222
O: 0.05 -1.51 -0.33  -0.473
C: -0.78 -0.58 0.16  1.027
O: -0.48 0.58 0.36  -0.726
K: 1.50 1.97 -0.29  0.992
O: -1.97 -1.09 0.30  -0.461
C: -3.09 -0.23 0.05  -0.260
H: -3.19 0.50 0.86  0.205
H: -2.96 0.28 -0.91  0.195
H: -3.96 -0.89 0.02  0.225
C: 1.34 -1.48 0.16  0.004
C: 2.42 -1.89 -0.52  -0.388
H: 2.38 -2.00 -1.60  0.211
H: 3.39 -1.88 -0.03  0.227

## Properties
- total charge = +1
- E_HOMO (eV) = -13.78
- ΔE to the lowest compared entry with this formula, charge and spin (eV) = 1.9701
- DFT total energy (Eh) = -981.4452
- frontier orbital gap (eV) = 10.056


Entry from the OMol25 dataset: a cluster of 2 separate species, C2H2N2O in total (ωB97M-V with the def2-TZVPD basis set).

Each line ends with the natural charge from an NBO analysis.
Geometry (Å):
N: 0.58 0.02 -1.12  -0.749
C: -0.27 0.48 -1.79  0.852
O: -1.16 0.89 -2.43  -0.560
H: 1.20 -0.20 -0.45  0.443
C: -0.08 -0.44 2.03  0.149
N: 0.58 -0.49 1.09  -0.353
H: -0.84 -0.27 2.66  0.217

## Properties
- total charge = 0
- E_HOMO (eV) = -10.28
- ΔE to the lowest compared entry with this formula, charge and spin (eV) = 1.5623
- DFT total energy (Eh) = -262.1065
- SMILES = N=C=O.C#N
- frontier orbital gap (eV) = 11.047


Entry from the OMol25 dataset: the molecule C19H24N6O3S (ωB97M-V with the def2-TZVPD basis set).

Each line ends with the natural charge from an NBO analysis.
Geometry (Å):
C: -2.15 -1.85 -2.80  -0.721
C: -2.76 -1.70 -1.44  0.616
O: -3.92 -1.37 -1.29  -0.595
C: -1.89 -1.95 -0.27  -0.157
C: -2.49 -2.23 0.96  -0.204
C: -1.70 -2.43 2.08  -0.200
C: -0.33 -2.31 2.00  -0.224
C: 0.28 -2.02 0.78  0.259
N: 1.67 -1.88 0.75  -0.633
C: 2.42 -1.32 -0.26  0.812
O: 2.04 -1.25 -1.42  -0.676
N: 3.69 -0.96 0.10  -0.461
C: 4.04 -0.34 1.37  -0.222
C: 4.29 1.17 1.19  -0.413
C: 3.50 1.69 -0.02  -0.258
C: 2.05 1.45 0.21  0.345
N: 1.55 1.04 1.35  -0.328
N: 0.21 0.98 1.25  -0.333
C: -0.10 1.37 0.04  0.176
S: -1.70 1.50 -0.62  0.260
C: -2.63 1.32 0.94  -0.604
C: -4.06 1.82 0.74  0.654
N: -4.85 0.97 0.06  -0.826
O: -4.43 2.88 1.18  -0.610
N: 1.03 1.70 -0.67  -0.373
C: 1.05 2.18 -2.02  -0.413
C: 4.07 1.02 -1.29  -0.414
C: 4.50 -0.42 -0.98  -0.220
C: -0.50 -1.87 -0.36  -0.254
H: -1.56 -2.77 -2.86  0.235
H: -2.93 -1.86 -3.55  0.239
H: -1.49 -1.01 -2.98  0.243
H: -3.56 -2.29 1.02  0.231
H: -2.16 -2.65 3.03  0.220
H: 0.28 -2.44 2.88  0.208
H: 2.11 -1.96 1.65  0.400
H: 4.94 -0.83 1.76  0.197
H: 3.23 -0.47 2.08  0.230
H: 3.97 1.69 2.09  0.240
H: 5.35 1.37 1.03  0.207
H: 3.64 2.78 -0.10  0.233
H: -2.12 1.92 1.69  0.267
H: -2.61 0.26 1.22  0.246
H: -5.79 1.26 -0.13  0.400
H: -4.52 0.11 -0.36  0.428
H: 0.10 2.67 -2.22  0.230
H: 1.16 1.34 -2.72  0.220
H: 1.86 2.89 -2.15  0.217
H: 4.93 1.59 -1.65  0.213
H: 3.32 1.00 -2.08  0.220
H: 5.54 -0.46 -0.66  0.196
H: 4.36 -1.05 -1.86  0.237
H: -0.02 -1.64 -1.30  0.260

## Properties
- total charge = 0
- E_HOMO (eV) = -8.39
- DFT total energy (Eh) = -1690.9386
- SMILES = CC(=O)c1cccc(NC(=O)N2CCC(c3nnc(SCC(N)=O)n3C)CC2)c1
- frontier orbital gap (eV) = 8.573


Entry from the OMol25 dataset: the molecule C6H9NS (ωB97M-V with the def2-TZVPD basis set).

Each line ends with the natural charge from an NBO analysis.
Geometry (Å):
C: -1.99 -0.45 0.14  -0.644
C: -0.53 -0.17 0.31  0.013
C: 0.52 -0.90 1.12  -0.191
C: 1.64 -0.17 0.97  -0.201
C: 1.22 1.05 0.20  -0.151
N: -0.15 1.20 0.86  -0.577
C: 0.47 0.22 -0.91  -0.275
S: 1.15 -1.28 -1.88  -0.077
H: -2.11 -1.67 0.31  0.244
H: -2.47 0.03 -0.92  0.242
H: -2.48 0.27 1.14  0.242
H: 0.20 -1.82 1.67  0.236
H: 2.57 -0.27 1.61  0.239
H: 1.72 1.97 -0.05  0.233
H: -0.56 1.99 0.21  0.327
H: -0.28 0.73 -1.65  0.215
H: 1.06 -0.75 -3.11  0.124

## Properties
- total charge = 0
- E_HOMO (eV) = -8.81
- ΔE to the lowest compared entry with this formula, charge and spin (eV) = 4.9318
- DFT total energy (Eh) = -686.7816
- SMILES = C[C@]12C=C[C@H](N1)[C@H]2S
- frontier orbital gap (eV) = 9.586